C12H15Cl3CuF6O4Sb | wB97M-V/def2-TZVPD

The LUMO energy is -0.2 eV. The calculation puts the frontier orbital gap at 0.3467 Ha. The HOMO energy comes out at -9.598 eV. Its energy relative to the best compared isomer or geometry (same formula, charge and spin) is 0.0 kJ/mol. As for the total charge: 0. The calculation puts the electronic energy at -4627.822187 Ha.

Structure (XYZ):
```
42
Properties=species:S:1:pos:R:3:nbo_charge:R:1
Cl -4.337 0.980 -4.379 0.05
C -0.740 -1.697 0.908 -0.27
F 1.776 0.782 1.268 -0.75
C -0.813 0.841 -2.517 -0.08
C -2.056 1.292 -2.969 -0.24
H -0.303 -1.845 1.926 0.22
H -3.145 -1.685 -4.344 0.25
F 4.369 0.578 1.958 -0.66
H 3.091 -0.693 -1.358 0.26
H 3.007 -2.356 -1.766 0.25
C -1.434 1.005 2.875 -0.11
H -0.655 3.352 3.823 0.18
C -0.434 -0.508 -2.711 0.25
C -2.896 0.395 -3.680 -0.04
H 0.884 2.563 3.379 0.23
H -1.610 -2.405 0.899 0.18
F 2.852 -1.660 1.390 -0.68
H -2.570 -0.864 2.363 0.21
F 2.471 1.307 3.783 -0.68
C -1.324 -1.457 -3.336 -0.04
Cl -0.883 -3.127 -3.439 0.07
H 3.975 -1.336 -2.885 0.25
Cl 0.361 1.899 -1.762 0.04
O 1.693 -1.283 -4.224 -0.56
F 1.143 -0.890 3.359 -0.68
C 3.050 -1.374 -2.193 -0.73
H -2.981 0.499 1.341 0.20
H -2.091 1.514 3.589 0.20
C -0.049 2.992 2.978 -0.27
H -2.263 2.342 -2.729 0.25
F 3.882 -1.220 3.935 -0.66
Cu -0.012 1.182 0.265 0.87
O 0.736 -0.979 -2.201 -0.53
C -2.561 -0.954 -3.813 -0.24
H -0.081 -1.975 0.078 0.22
C 1.806 -1.229 -3.024 0.81
O -1.190 -0.301 0.805 -0.65
O -0.756 2.061 2.105 -0.62
Sb 2.770 -0.207 2.706 3.14
C -2.129 0.070 1.886 -0.09
H -0.610 0.504 3.394 0.22
H 0.055 3.883 2.319 0.20
```

---

C12H15ClFNO2S | wB97M-V/def2-TZVPD

The LUMO energy is 0.7 eV. The calculation puts the frontier orbital gap at 0.3512 Ha. The HOMO energy comes out at -8.842 eV. As for the total charge: 0. As for the SMILES: COCCNC(=O)CSCc1c(F)cccc1Cl. The calculation puts the electronic energy at -1629.759535 Ha.

Structure (XYZ):
```
33
Properties=species:S:1:pos:R:3:nbo_charge:R:1
C 1.184 2.312 -1.343 0.66
C -0.181 3.637 0.185 -0.24
H -1.839 1.846 3.398 0.17
C -1.525 1.190 2.577 -0.25
H -1.906 -4.434 0.860 0.23
Cl 2.489 -2.188 -1.721 0.02
C -0.912 -2.644 0.274 0.42
S -0.186 0.015 -2.156 0.19
O 2.240 2.743 -0.932 -0.62
H 1.771 -4.868 -1.300 0.23
C 0.261 -0.543 -0.450 -0.54
H -2.313 0.471 2.360 0.20
N -0.024 2.751 -0.942 -0.62
C -0.079 -4.819 -0.216 -0.18
F -1.857 -1.871 0.847 -0.32
C -1.049 -4.016 0.356 -0.28
C 1.009 -4.249 -0.853 -0.24
C 1.121 -2.870 -0.921 0.00
H -0.170 -5.892 -0.166 0.22
H -1.094 4.217 0.043 0.20
H -0.839 2.220 -1.217 0.41
C -0.262 2.855 1.499 -0.07
H -0.428 -0.058 0.240 0.26
H 1.281 -0.205 -0.278 0.24
C 1.131 1.238 -2.424 -0.62
C 0.165 -2.026 -0.357 -0.14
H 0.686 4.301 0.216 0.23
H 2.094 0.731 -2.484 0.24
H -0.441 3.548 2.334 0.17
O -1.314 1.921 1.396 -0.56
H 0.911 1.698 -3.388 0.25
H -0.617 0.655 2.882 0.17
H 0.691 2.334 1.680 0.17
```

---

C12H15ClO3Sn | wB97M-V/def2-TZVPD

The LUMO energy is -9.5 eV. The calculation puts the frontier orbital gap at 0.2700 Ha. The HOMO energy comes out at -16.896 eV. Its energy relative to the best compared isomer or geometry (same formula, charge and spin) is 0.0 kJ/mol. As for the total charge: +2. The calculation puts the electronic energy at -1365.699277 Ha.

Structure (XYZ):
```
32
Properties=species:S:1:pos:R:3:nbo_charge:R:1
H 0.691 -1.994 2.729 0.24
H 1.608 -2.098 -2.564 0.30
O -1.275 -3.730 0.311 -0.26
H -0.137 -0.328 4.381 0.28
H -0.903 0.646 3.097 0.21
H 2.110 0.093 3.316 0.24
C 0.009 -1.159 2.408 -0.08
H 2.609 -0.223 -0.833 0.29
H -0.997 -1.583 2.145 0.19
C 0.055 -0.513 -3.089 -0.31
C -0.116 0.840 -2.574 -0.09
C -0.035 0.003 3.350 -0.44
C -1.241 1.775 -2.968 -0.65
H 0.384 1.450 1.152 0.17
C 1.727 -0.107 -1.467 -0.28
C 1.172 0.748 1.526 -0.06
C -0.918 -2.691 -0.033 0.59
H -0.619 -1.015 -3.779 0.32
H 1.332 1.720 3.425 0.27
H 2.143 0.926 0.990 0.23
C 1.241 0.717 3.018 -0.44
H -0.862 2.412 -3.778 0.28
Cl -2.778 -1.325 -2.072 -0.41
H -2.102 1.193 -3.319 0.27
O 0.719 -0.617 1.221 -0.59
C 1.217 -1.098 -2.401 -0.31
O -2.856 0.800 1.021 -0.28
C 0.888 1.093 -1.570 -0.31
C -2.059 0.307 0.398 0.59
H 1.023 2.032 -1.020 0.30
Sn -0.484 -0.677 -0.901 1.53
H -1.542 2.407 -2.120 0.23
```

---

C12H15F4N2OY | wB97M-V/def2-TZVPD

The LUMO energy is -0.2 eV. The calculation puts the frontier orbital gap at 0.2784 Ha. The HOMO energy comes out at -7.821 eV. Its energy relative to the best compared isomer or geometry (same formula, charge and spin) is 0.0 kJ/mol. As for the total charge: 0. The calculation puts the electronic energy at -1088.766442 Ha.

Structure (XYZ):
```
35
Properties=species:S:1:pos:R:3:mulliken_charge:R:1
C -0.456 1.797 2.676 -0.65
C -0.224 -1.077 -3.471 0.47
C 0.357 -1.946 -4.367 0.07
F 3.815 -1.646 -3.438 -0.31
F -0.424 -2.587 -5.248 -0.30
H -0.480 -1.217 1.086 0.29
N -0.200 0.787 1.609 0.32
H -2.193 1.080 0.819 0.55
C 1.894 -0.641 -2.549 0.44
O 1.986 3.105 0.023 -0.91
H 1.490 -1.164 2.621 0.27
Y 1.450 1.343 -0.139 1.31
H -1.629 2.329 4.365 0.43
H 2.178 -2.819 -5.124 0.47
H -1.601 0.603 4.111 0.27
H -2.618 1.637 3.092 0.30
C -1.163 1.166 0.459 -1.27
H -1.001 2.230 0.236 0.52
H -2.097 0.611 -1.368 0.32
H -0.517 2.754 2.158 0.42
C 0.523 -0.321 -2.544 0.40
C 1.727 -2.149 -4.408 -0.40
C 2.486 -1.470 -3.484 -0.17
H 0.427 1.863 3.311 0.43
C -1.652 1.559 3.592 -1.17
F -1.548 -0.860 -3.535 -0.33
H 0.207 -2.213 3.229 0.42
N -0.029 0.681 -1.795 -0.78
H -1.542 -0.654 2.360 0.44
F 2.739 -0.025 -1.628 -0.37
C -0.512 -0.616 1.994 -0.50
H 0.468 -0.620 3.942 0.32
C 0.468 -1.178 3.005 -1.39
H -1.183 -0.712 -0.705 0.27
C -1.145 0.370 -0.884 -0.18
```

---

C12H15HgN5O2S4 | wB97M-V/def2-TZVPD

The expectation value of S² is 0.7650. The LUMO energy (spin up / spin down) is 2.9 / 2.9 eV. The calculation puts the frontier orbital gap (spin up / spin down) at 0.1880 / 0.2680 Ha. The spin multiplicity is 2. The HOMO energy (spin up / spin down) comes out at -2.203 / -4.410 eV. Its energy relative to the best compared isomer or geometry (same formula, charge and spin) is 0.0 kJ/mol. As for the total charge: -1. The calculation puts the electronic energy at -2636.801338 Ha.

Structure (XYZ):
```
39
Properties=species:S:1:pos:R:3:lowdin_spin:R:1
S -4.237 -1.781 1.264 0.01
N -0.333 0.174 1.975 0.21
C 0.407 1.965 3.444 0.04
C 1.632 -3.284 0.209 0.00
N 1.358 0.629 -0.694 0.00
H 2.187 -4.478 -1.464 0.00
N 2.214 1.173 0.278 0.00
O 3.512 -0.730 0.340 0.00
Hg -2.153 -0.593 1.015 0.01
H 0.200 -3.754 -2.820 0.00
C 0.685 -2.380 0.710 0.00
H 1.978 1.465 4.868 0.02
C 3.865 2.339 1.988 0.00
H 2.298 -0.832 3.819 0.00
H 4.720 2.601 2.608 0.00
C 0.655 -0.604 2.506 0.08
C -0.511 -2.484 -1.252 0.00
H 2.509 -3.526 0.795 0.00
H 0.481 0.340 -0.265 0.00
H 1.157 1.351 -1.373 0.00
H 1.608 -2.355 2.471 0.00
N 0.823 -1.919 2.014 0.01
C 1.458 -3.790 -1.056 0.00
H 3.856 2.963 1.093 0.00
H -1.110 2.124 1.933 0.01
C 0.362 -3.387 -1.816 0.00
O 4.042 0.967 1.654 0.00
N -0.364 -2.009 -0.012 0.00
S -4.735 -1.671 -0.756 0.00
H 1.774 1.764 0.977 0.00
H -1.377 -2.109 -1.788 0.00
C 1.497 -0.178 3.496 0.09
C -0.374 1.500 2.422 0.18
S -4.608 0.315 -1.218 0.00
C 3.245 0.380 0.723 0.00
H 2.952 2.490 2.567 0.00
C 1.351 1.128 4.056 0.29
S -2.583 0.755 -1.134 0.00
H 0.280 2.994 3.762 0.00
```

---

C12H15LiN | wB97M-V/def2-TZVPD

The LUMO energy is -4.4 eV. The calculation puts the frontier orbital gap at 0.2374 Ha. The HOMO energy comes out at -10.834 eV. As for the total charge: +1. The calculation puts the electronic energy at -528.284371 Ha.

Structure (XYZ):
```
29
Properties=species:S:1:pos:R:3:nbo_charge:R:1
H -1.207 -1.246 -1.803 0.22
H 1.248 2.106 -2.978 0.17
C 1.453 -0.548 1.461 -0.11
C 0.860 -0.467 0.037 -0.31
H 2.358 0.897 -2.271 0.19
C 1.923 1.897 -2.122 -0.40
H 0.495 -1.074 3.399 0.24
C 0.394 0.889 -0.452 -0.17
H 2.695 2.675 -2.136 0.21
C -1.818 -2.186 1.950 -0.18
C -0.654 -1.506 1.560 -0.03
H 2.214 3.748 -0.551 0.21
Li -3.196 -0.379 -1.059 0.97
H -3.545 -3.306 1.234 0.24
H -0.187 0.700 -1.385 0.15
H -0.362 1.322 0.237 0.20
H -3.021 -2.899 -1.177 0.24
C 0.509 -1.036 2.319 -0.22
H 2.519 -0.452 1.657 0.24
C 1.362 3.201 -0.133 -0.40
H -1.995 -2.344 3.017 0.24
C -1.360 -1.564 -0.761 -0.35
H 1.511 3.024 0.941 0.20
H 0.483 3.866 -0.252 0.17
N 1.329 1.930 -0.810 -0.47
C -2.673 -2.684 0.972 -0.19
H 1.524 -0.914 -0.716 0.25
C -2.445 -2.385 -0.391 -0.38
C -0.413 -1.265 0.210 0.04
```

---

C12H15MgNO5 | wB97M-V/def2-TZVPD

The LUMO energy is -8.5 eV. The calculation puts the frontier orbital gap at 0.2431 Ha. The HOMO energy comes out at -15.141 eV. Its energy relative to the best compared isomer or geometry (same formula, charge and spin) is 0.0 kJ/mol. As for the total charge: +2. The calculation puts the electronic energy at -1096.709166 Ha.

Structure (XYZ):
```
34
Properties=species:S:1:pos:R:3:nbo_charge:R:1
H 1.239 1.063 2.588 0.24
C -2.064 0.177 -2.494 0.41
H -1.045 2.340 3.253 0.24
C 0.147 -0.086 1.085 0.73
O 0.334 3.365 -1.754 -0.36
H 0.690 -2.477 3.471 0.23
C 0.298 1.149 2.037 -0.51
H -0.527 -1.448 5.169 0.24
O 0.043 -3.208 -1.891 -0.37
H -1.281 0.864 5.164 0.23
C 0.214 0.727 -5.903 -0.55
H 1.193 1.248 -5.977 0.27
H 1.439 -0.953 3.517 0.20
C 0.282 2.328 -2.197 0.42
O -0.033 -0.050 -0.150 -0.77
C 0.147 -0.663 -5.968 -0.42
H -1.740 0.888 2.643 0.20
H -0.713 1.336 -5.997 0.27
O -3.095 0.185 -2.011 -0.33
C 2.301 -0.032 -2.355 0.42
C -0.550 0.564 4.401 -0.39
O 3.361 -0.123 -1.943 -0.35
H 0.420 0.876 4.804 0.20
H -0.828 -1.167 -6.116 0.27
C 0.495 -1.432 3.249 -0.23
C 0.080 -2.151 -2.366 0.43
H 1.070 -1.263 -6.095 0.27
H 0.377 -2.105 1.245 0.40
N 0.197 -1.264 1.783 -0.60
C -0.819 1.289 3.062 -0.40
Mg 0.136 0.127 -3.669 1.59
C -0.582 -0.945 4.200 -0.42
H -1.562 -1.195 3.798 0.21
H 0.374 2.037 1.417 0.23
```

---

Look up the electronic energy of the first one. -4627.822187 Ha

---

Number 1 is which compound? C12H15Cl3CuF6O4Sb

---

What is the electronic energy in the fifth record? -2636.801338 Ha